Record 1
Entry from OMol25: a structure of composition C35H88Cl2HfN5NaO16S in a non-equilibrium geometry (wB97M-V/def2-TZVPD).

LUMO level   -6.603 eV
Total energy   -119519.38210 eV
Highest occupied orbital energy   -11.19 eV

The geometry in ORCA input format:
```
! RIJCOSX wB97M-V def2-TZVPD def2/J DEFGRID3
* xyz 2 1
Hf 0.00 5.02 0.89
Na -3.48 1.97 -2.31
S -2.55 4.68 -0.52
O -2.29 3.83 -1.67
O -3.95 5.03 -0.39
O -2.01 3.97 0.67
O -1.59 5.83 -0.46
C -0.84 0.86 -0.11
C 0.44 1.59 -0.39
O 0.52 2.90 0.08
H -1.12 0.88 0.95
H -0.81 -0.21 -0.34
H -1.62 1.28 -0.75
H 0.56 1.43 -1.48
H 1.30 1.05 0.04
Cl 2.88 1.59 -3.51
C 4.41 2.03 -2.70
C 4.71 1.10 -1.53
Cl 6.17 1.64 -0.66
H 4.19 3.03 -2.35
H 5.19 1.95 -3.44
H 4.78 0.05 -1.82
H 3.91 1.22 -0.79
C -0.77 0.20 -4.28
O -2.03 0.79 -3.90
H -0.58 0.23 -5.36
H -0.02 0.83 -3.81
H -0.79 -0.81 -3.89
H -2.65 0.78 -4.64
C -3.10 9.04 4.93
O -2.46 8.39 3.83
C -3.34 7.68 2.98
C -2.53 6.92 1.93
N -1.48 6.05 2.53
C -2.08 4.98 3.34
C -1.02 4.03 3.87
O -0.22 3.59 2.78
C 0.49 2.39 3.18
H -3.79 8.36 5.45
H -3.56 9.99 4.66
H -2.35 9.22 5.70
H -4.04 8.39 2.53
H -3.93 6.98 3.60
H -2.01 7.73 1.42
H -3.30 6.36 1.40
H -1.13 6.74 3.20
H -2.87 4.43 2.84
H -2.54 5.46 4.21
H -1.55 3.23 4.38
H -0.35 4.43 4.64
H -0.19 1.59 3.47
H 1.15 2.63 4.02
H 1.12 2.06 2.36
C -1.14 -3.39 -1.59
O -1.16 -4.80 -1.51
C -2.19 -5.34 -2.32
C -2.55 -6.80 -2.04
N -3.01 -6.95 -0.64
C -1.95 -7.38 0.25
C -2.52 -7.84 1.60
O -1.46 -8.04 2.50
C -1.91 -8.60 3.71
H -0.81 -3.04 -2.58
H -0.49 -3.01 -0.81
H -2.14 -2.96 -1.50
H -1.85 -5.16 -3.35
H -3.10 -4.73 -2.18
H -1.75 -7.50 -2.28
H -3.43 -7.07 -2.62
H -3.53 -6.20 -0.22
H -1.22 -6.62 0.55
H -1.34 -8.22 -0.09
H -2.98 -8.82 1.38
H -3.39 -7.32 2.01
H -1.12 -8.71 4.46
H -2.33 -9.58 3.48
H -2.65 -8.00 4.26
C -3.15 0.69 3.73
O -2.44 -0.42 3.23
C -3.08 -1.03 2.12
C -2.10 -2.13 1.70
N -2.05 -3.18 2.68
C -1.01 -4.20 2.47
C -0.82 -4.99 3.77
O -0.20 -4.16 4.73
C -0.46 -4.60 6.05
H -4.12 0.32 4.08
H -3.28 1.49 2.99
H -2.63 1.14 4.58
H -3.25 -0.36 1.27
H -4.03 -1.52 2.38
H -1.15 -1.64 1.43
H -2.45 -2.67 0.82
H -2.05 -2.79 3.61
H -0.07 -3.72 2.19
H -1.34 -4.92 1.71
H -0.17 -5.85 3.61
H -1.81 -5.40 4.01
H -1.52 -4.50 6.29
H 0.08 -3.97 6.75
H -0.12 -5.63 6.21
C 4.34 -7.41 -6.27
O 4.53 -7.23 -4.88
C 4.28 -5.90 -4.48
C 4.35 -5.82 -2.99
N 4.16 -4.44 -2.49
C 2.86 -3.89 -2.80
C 2.58 -2.67 -1.92
O 2.78 -2.99 -0.56
C 2.44 -1.92 0.27
H 4.39 -8.48 -6.46
H 5.05 -6.84 -6.87
H 3.33 -7.08 -6.54
H 3.30 -5.57 -4.85
H 5.00 -5.26 -5.01
H 5.29 -6.20 -2.58
H 3.49 -6.32 -2.53
H 4.39 -4.36 -1.51
H 2.03 -4.57 -2.59
H 2.89 -3.62 -3.85
H 1.56 -2.34 -2.16
H 3.27 -1.88 -2.26
H 1.38 -1.63 0.20
H 3.07 -1.02 0.19
H 2.52 -2.23 1.31
C 3.39 4.40 1.62
O 2.45 4.83 0.62
C 3.15 5.53 -0.41
C 2.18 6.41 -1.18
N 0.86 5.78 -1.36
C 0.90 4.72 -2.43
C 1.10 5.31 -3.81
O -0.01 6.13 -4.10
C 0.16 6.99 -5.20
H 3.82 5.30 2.08
H 4.14 3.74 1.19
H 2.87 3.84 2.39
H 3.42 4.77 -1.15
H 3.99 6.08 -0.01
H 2.63 6.71 -2.12
H 2.05 7.35 -0.63
H 0.33 6.48 -1.88
H -0.01 4.12 -2.37
H 1.71 4.02 -2.20
H 1.16 4.45 -4.50
H 2.10 5.73 -3.91
H 0.72 6.54 -6.03
H 0.72 7.88 -4.92
H -0.81 7.24 -5.62
*
```

Record 2
Entry from OMol25: a cluster of 9 separate species, C35H88F2N5O19S2 in total in a non-equilibrium geometry (wB97M-V/def2-TZVPD).

LUMO level   2.293 eV
Total energy   -111176.28492 eV
Highest occupied orbital energy   -6.15 eV

The geometry in ORCA input format:
```
! RIJCOSX wB97M-V def2-TZVPD def2/J DEFGRID3
* xyz -1 1
N -0.28 0.70 0.67
S -1.10 0.33 -0.67
O -1.43 1.44 -1.50
O -2.03 -0.75 -0.60
F 0.07 -0.37 -1.50
S -1.58 1.09 1.63
O -2.27 0.01 2.24
O -2.30 2.22 1.16
F -0.77 1.65 2.87
C 8.97 0.41 -1.69
O 7.67 0.71 -2.04
C 7.23 -0.11 -3.09
C 5.80 0.19 -3.48
N 4.88 0.05 -2.35
C 3.48 -0.18 -2.81
C 2.91 0.89 -3.71
O 3.13 0.52 -5.08
C 2.33 1.23 -6.01
H 9.35 1.05 -0.90
H 9.63 0.41 -2.58
H 9.05 -0.62 -1.29
H 7.32 -1.17 -2.81
H 7.87 0.07 -3.97
H 5.54 -0.52 -4.28
H 5.76 1.19 -3.92
H 5.16 -0.79 -1.85
H 2.89 -0.22 -1.89
H 3.43 -1.17 -3.30
H 3.35 1.86 -3.46
H 1.82 0.95 -3.58
H 1.27 1.20 -5.69
H 2.40 0.70 -6.96
H 2.64 2.28 -6.09
C -4.17 7.32 8.55
O -3.92 6.19 7.75
C -3.08 5.25 8.35
C -2.57 4.28 7.34
N -1.69 4.91 6.39
C -1.18 3.98 5.40
C -0.85 4.69 4.10
O -2.08 5.25 3.63
C -1.91 5.95 2.42
H -4.64 7.04 9.50
H -4.80 7.99 7.96
H -3.24 7.86 8.79
H -3.61 4.67 9.14
H -2.27 5.70 8.93
H -3.37 3.74 6.81
H -2.02 3.52 7.92
H -2.19 5.65 5.92
H -1.91 3.18 5.19
H -0.27 3.48 5.76
H -0.46 4.00 3.35
H -0.14 5.50 4.33
H -2.87 6.44 2.20
H -1.75 5.27 1.57
H -1.12 6.70 2.48
C -4.43 1.96 3.87
O -4.72 0.72 4.45
C -4.05 0.46 5.67
C -4.12 -1.02 5.94
N -3.12 -1.76 5.16
C -3.47 -3.17 5.26
C -2.62 -4.12 4.45
O -1.30 -4.11 4.88
C -0.51 -4.96 4.09
H -4.92 2.05 2.90
H -3.38 2.19 3.69
H -4.89 2.77 4.46
H -4.57 1.08 6.43
H -3.04 0.88 5.71
H -5.16 -1.35 5.81
H -3.91 -1.18 7.00
H -3.26 -1.43 4.20
H -4.51 -3.34 4.92
H -3.40 -3.49 6.31
H -2.77 -3.92 3.38
H -3.04 -5.13 4.63
H -0.89 -6.00 4.09
H 0.49 -4.99 4.51
H -0.41 -4.60 3.07
C 0.38 -3.91 -6.20
C 1.13 -3.43 -4.94
C 0.94 -4.44 -3.81
C 1.94 -5.59 -3.91
C 3.34 -5.02 -3.89
C 3.62 -4.07 -5.07
N 2.53 -3.13 -5.14
O 2.70 -2.16 -6.16
C 4.97 -3.42 -4.78
C 3.78 -4.94 -6.34
C 0.45 -2.17 -4.43
H 0.97 -4.62 -6.78
H 0.17 -3.07 -6.86
H -0.52 -4.47 -5.95
H 1.05 -3.91 -2.86
H -0.05 -4.91 -3.80
H 1.80 -6.17 -4.83
H 1.68 -6.32 -3.13
H 3.97 -5.90 -4.04
H 3.48 -4.52 -2.93
H 5.25 -2.81 -5.64
H 4.98 -2.82 -3.87
H 5.71 -4.21 -4.65
H 2.84 -5.42 -6.61
H 4.05 -4.34 -7.21
H 4.48 -5.75 -6.14
H 0.37 -1.31 -5.12
H 1.00 -1.65 -3.63
H -0.57 -2.34 -4.08
H 2.87 -1.36 -5.63
C 3.21 -0.08 1.16
C 2.69 -1.50 1.09
O 1.45 -1.68 1.74
O 2.44 0.79 0.32
H 4.20 -0.13 0.70
H 3.23 0.33 2.17
H 3.41 -2.21 1.50
H 2.55 -1.71 0.02
H 0.83 -1.05 1.35
H 1.47 0.81 0.52
C -5.40 -0.90 1.23
C -5.11 -2.20 0.53
O -6.21 -3.11 0.67
O -5.35 -1.12 2.62
H -6.35 -0.47 0.88
H -4.61 -0.18 0.97
H -4.22 -2.62 1.02
H -4.88 -2.09 -0.52
H -6.21 -3.35 1.60
H -5.20 -0.28 3.13
C 0.71 4.06 -0.68
C 1.40 3.30 -1.79
O 2.75 3.00 -1.48
O 0.88 3.43 0.57
H -0.34 4.17 -0.99
H 1.07 5.09 -0.55
H 1.36 3.88 -2.71
H 0.89 2.33 -1.92
H 2.81 2.42 -0.70
H 0.52 2.53 0.50
C -2.60 0.06 -4.17
C -3.51 1.24 -4.34
O -4.87 0.80 -4.34
O -2.54 -0.72 -5.35
H -2.89 -0.57 -3.33
H -1.60 0.49 -4.06
H -3.31 1.65 -5.34
H -3.29 2.03 -3.61
H -5.41 1.53 -4.66
H -3.37 -1.20 -5.46
*
```

Record 3
Entry from OMol25: a cluster of 13 separate species, C35H94N2O37S11 in total in a non-equilibrium geometry (wB97M-V/def2-TZVPD).

Energy relative to the best compared isomer or geometry (same formula, charge and spin)   0.0 kJ/mol
LUMO level   -0.069 eV
Total energy   -235735.59885 eV
Highest occupied orbital energy   -10.66 eV

The geometry in ORCA input format:
```
! RIJCOSX wB97M-V def2-TZVPD def2/J DEFGRID3
* xyz 0 1
C 1.94 -34.15 27.46
N 2.74 -33.95 28.69
O 2.34 -33.12 29.47
O 3.63 -34.74 28.91
H 1.02 -34.65 27.75
H 2.45 -34.82 26.77
H 1.81 -33.25 26.87
C 4.57 -35.96 33.00
N 4.54 -36.19 34.47
O 3.49 -36.01 35.05
O 5.60 -36.49 34.99
H 3.58 -36.17 32.60
H 5.22 -36.75 32.63
H 5.09 -35.03 32.79
O 8.46 -33.55 34.95
S 7.69 -33.47 36.14
O 6.32 -33.85 36.18
O 8.51 -34.33 37.20
C 7.76 -34.91 38.30
C 8.65 -35.95 38.93
C 7.86 -31.85 36.83
H 6.84 -35.36 37.95
H 7.53 -34.10 39.00
H 9.51 -35.47 39.42
H 8.97 -36.71 38.22
H 8.13 -36.50 39.71
H 8.90 -31.58 36.64
H 7.69 -31.86 37.91
H 7.19 -31.19 36.29
O 7.23 -41.21 28.11
S 7.96 -39.99 28.05
O 8.31 -39.37 26.82
O 7.12 -39.00 28.95
C 7.57 -37.63 29.01
C 6.54 -36.81 29.74
C 9.41 -40.13 29.05
H 7.65 -37.29 27.97
H 8.54 -37.48 29.48
H 6.97 -35.83 29.95
H 6.39 -37.22 30.74
H 5.65 -36.63 29.15
H 10.04 -39.26 28.87
H 10.01 -40.99 28.72
H 9.14 -40.29 30.09
O 12.02 -39.77 32.55
S 12.08 -38.37 32.34
O 12.66 -37.85 31.14
O 10.62 -37.82 32.49
C 10.41 -36.39 32.38
C 8.96 -36.12 32.71
C 12.93 -37.64 33.72
H 10.61 -36.05 31.36
H 11.06 -35.88 33.09
H 8.28 -36.49 31.95
H 8.78 -35.04 32.73
H 8.67 -36.57 33.66
H 12.25 -37.67 34.56
H 13.23 -36.63 33.44
H 13.81 -38.26 33.91
O 3.04 -27.41 30.41
S 2.64 -28.71 29.96
O 1.34 -28.93 29.43
O 3.67 -29.22 28.87
C 5.06 -28.88 29.06
C 5.49 -27.61 28.33
C 2.94 -29.93 31.22
H 5.59 -29.72 28.62
H 5.35 -28.92 30.11
H 4.77 -26.81 28.51
H 5.51 -27.84 27.27
H 6.44 -27.26 28.74
H 3.91 -29.72 31.67
H 3.01 -30.89 30.71
H 2.17 -29.86 31.98
O 4.87 -33.11 26.63
S 5.50 -34.19 25.93
O 5.72 -35.44 26.58
O 4.62 -34.38 24.63
C 5.02 -35.41 23.69
C 3.79 -36.18 23.27
C 6.96 -33.50 25.21
H 5.71 -36.10 24.18
H 5.51 -34.93 22.84
H 4.07 -37.15 22.83
H 3.16 -35.63 22.59
H 3.26 -36.54 24.15
H 7.39 -34.09 24.41
H 7.70 -33.27 25.97
H 6.61 -32.55 24.81
O 5.45 -24.58 33.97
S 6.29 -25.49 33.27
O 7.57 -25.04 32.83
O 6.50 -26.74 34.22
C 7.44 -27.71 33.76
C 6.99 -29.13 33.86
C 5.42 -26.20 31.91
H 8.38 -27.60 34.32
H 7.79 -27.48 32.75
H 6.64 -29.36 34.87
H 7.80 -29.80 33.58
H 6.13 -29.32 33.21
H 4.47 -26.54 32.31
H 6.03 -26.97 31.47
H 5.20 -25.39 31.21
O 11.09 -27.81 29.41
S 10.14 -27.58 30.46
O 8.75 -27.63 30.17
O 10.41 -28.59 31.63
C 11.77 -28.79 32.09
C 11.74 -28.98 33.58
C 10.51 -26.02 31.24
H 12.40 -27.94 31.79
H 12.23 -29.65 31.60
H 11.15 -28.25 34.13
H 12.76 -28.95 33.96
H 11.42 -29.99 33.85
H 11.58 -25.90 31.18
H 10.22 -26.15 32.29
H 9.89 -25.25 30.81
O 12.80 -32.05 34.93
S 12.95 -32.84 36.10
O 14.19 -33.08 36.72
O 11.98 -32.19 37.17
C 11.98 -32.75 38.49
C 12.53 -31.78 39.50
C 12.13 -34.36 35.81
H 12.53 -33.69 38.56
H 10.97 -33.05 38.77
H 12.60 -32.28 40.47
H 11.86 -30.94 39.64
H 13.52 -31.38 39.26
H 12.08 -34.94 36.72
H 12.65 -34.94 35.04
H 11.11 -34.24 35.42
O 9.16 -34.10 27.81
S 10.46 -34.54 27.41
O 11.50 -33.60 27.17
O 10.92 -35.64 28.45
C 12.30 -36.10 28.40
C 13.12 -35.27 29.36
C 10.27 -35.56 25.98
H 12.67 -36.13 27.38
H 12.25 -37.11 28.82
H 12.54 -35.26 30.28
H 13.22 -34.22 29.07
H 14.12 -35.66 29.56
H 11.27 -35.89 25.71
H 9.99 -34.91 25.16
H 9.65 -36.43 26.19
O 7.97 -30.86 26.45
S 9.36 -30.59 26.33
O 10.19 -31.34 25.45
O 9.50 -29.05 26.00
C 10.72 -28.62 25.36
C 10.57 -27.15 24.99
C 10.08 -30.55 27.94
H 10.94 -29.22 24.48
H 11.56 -28.70 26.05
H 11.46 -26.85 24.44
H 10.41 -26.55 25.89
H 9.70 -26.96 24.36
H 11.05 -30.07 27.95
H 9.97 -31.56 28.34
H 9.37 -29.92 28.48
O 6.08 -33.46 31.47
S 6.86 -32.47 30.81
O 6.64 -31.09 31.15
O 8.41 -32.80 30.97
C 9.13 -32.03 31.97
C 10.52 -32.62 32.05
C 6.71 -32.68 29.08
H 8.59 -32.08 32.92
H 9.15 -30.97 31.70
H 11.04 -32.47 31.10
H 10.52 -33.69 32.23
H 11.07 -32.11 32.84
H 7.21 -33.58 28.73
H 7.08 -31.78 28.59
H 5.66 -32.92 28.95
*
```